# 1
Formula: CH2N4O2
Source: OMol25
Level of theory: wB97M-V/def2-TZVPD

Geometry as XYZ:
```
9
Properties=species:S:1:pos:R:3:forces:R:3
C 0.25720 -0.46694 -0.72386 1.621 -1.592 1.014
H -0.12553 0.63659 2.38295 -1.992 -4.131 -3.506
H 0.22836 -2.11280 0.16308 1.346 0.774 -1.904
N 0.27737 0.37172 0.45329 -2.059 -0.271 -0.377
N -0.36919 1.54796 0.00091 0.045 -0.810 -1.563
N -0.41356 1.50536 -1.24952 -0.343 2.857 1.376
N 0.51247 -1.70021 -0.80463 -1.945 0.076 1.659
O -0.51318 -0.18885 1.55942 3.113 4.693 2.534
O 0.14606 0.40717 -1.78163 0.214 -1.596 0.767
```
Positions in Å, forces in eV/Å.

spin multiplicity	1
net charge	0
energy above the lowest of the compared OMol25 structures with the same formula, charge and spin	4.8907	eV
F_max	6.18	eV/Å

These are the natural (NBO) partial charges, in e, on atoms 1 to 8: atom 1 (C): 0.585, atom 2 (H): 0.500, atom 3 (H): 0.375, atom 4 (N): -0.082, atom 5 (N): -0.043, atom 6 (N): 0.134, atom 7 (N): -0.643, atom 8 (O): -0.529



# 2
Formula: C45H50O25
Source: OMol25
Level of theory: wB97M-V/def2-TZVPD

Geometry as XYZ:
```
120
Properties=species:S:1:pos:R:3:forces:R:3
C -3.26208 -1.02039 -2.78673 -3.613 1.425 5.050
C -4.13308 -0.56039 -1.66073 5.239 2.067 -6.497
C -5.06308 -1.47539 -1.19873 -4.367 0.458 6.267
O -5.84508 -1.11639 -0.19873 2.551 -0.896 -3.478
C -5.06808 -2.80239 -1.62473 6.908 -0.044 -7.679
C -4.14308 -3.26139 -2.74273 -4.152 -2.358 2.995
C -3.14308 -2.36739 -3.29573 -0.084 -0.078 0.048
O -2.26508 -2.72439 -4.05473 -0.438 0.173 0.270
O -4.15708 -4.59839 -3.27173 0.620 4.248 1.113
O -4.14508 0.79261 -1.29273 1.920 -2.918 -2.275
H -2.52108 -0.49639 -3.24173 1.819 2.565 -0.885
H -5.59708 -3.51339 -1.23773 -3.530 -3.686 2.472
H -4.54708 -5.06439 -2.55173 -0.748 -1.288 0.709
H -4.78508 0.90761 -0.63773 -2.009 0.214 2.009
C -3.03208 4.45561 -4.90173 -0.701 -4.179 4.537
C -3.17908 3.70461 -3.61673 1.217 -0.604 -4.626
C -3.06008 4.37061 -2.29973 -0.574 3.547 -2.756
O -3.01508 3.80961 -1.26873 0.101 -2.590 2.934
C -3.06908 5.83661 -2.34073 0.407 3.650 -4.720
C -3.06708 6.61161 -3.63973 0.338 -0.115 8.815
C -3.04708 5.95561 -4.89373 -0.500 -3.870 -1.102
O -3.14908 6.44661 -5.96773 0.084 2.264 -1.908
O -3.05608 7.97861 -3.55673 -4.190 -6.159 -12.713
O -3.19108 2.29061 -3.51573 -1.198 2.078 2.264
H -3.02008 3.85861 -5.88573 -0.071 1.370 1.712
H -2.97408 6.42661 -1.40273 -0.227 -0.687 -0.759
H -2.79308 8.29061 -2.85173 4.112 4.434 11.455
H -3.49908 2.06361 -2.50573 1.134 0.791 -3.080
C -0.21008 -4.82839 -1.51273 -6.679 -6.210 2.579
C -0.86108 -6.33739 -1.59973 7.517 7.585 -1.381
C -1.99508 -6.68239 -0.81673 -2.528 -0.129 0.605
O -2.45908 -7.82839 -0.91473 0.494 1.182 0.268
C -2.64308 -5.59339 -0.07473 1.653 5.053 1.781
C -2.10008 -4.14839 0.09827 -2.795 -6.511 -0.432
C -0.92308 -3.76539 -0.68973 2.394 0.123 -1.137
O -0.48008 -2.61239 -0.66973 -0.844 -1.291 0.060
O -2.65608 -3.26339 0.91227 -1.207 -0.603 -0.381
O -0.24708 -7.32439 -2.34873 1.746 4.781 1.702
H 0.46492 -4.38539 -2.11873 2.482 0.474 -2.098
H -3.41308 -5.87339 0.65227 0.080 0.016 -0.457
H -3.56708 -3.59739 1.15827 1.438 0.449 -0.074
H -1.03408 -7.74639 -2.37273 -3.819 -4.760 -1.089
C 0.01692 4.31661 -5.28073 -0.320 -4.661 -7.060
C -0.03208 2.90661 -5.85973 -0.252 5.789 1.318
C 0.07892 1.69661 -4.97273 -0.214 -2.487 -2.516
O -0.00808 0.51361 -5.41373 -0.030 2.896 0.255
C 0.31392 1.93361 -3.62673 0.221 7.937 2.614
C 0.37492 3.40561 -3.10073 0.761 -7.660 3.536
C 0.21492 4.57261 -3.91073 -0.647 1.229 -1.352
O 0.16492 5.70461 -3.48973 0.201 0.764 1.161
O 0.62592 3.59461 -1.67673 -1.948 2.851 -5.312
O -0.28308 2.80561 -7.18873 1.300 9.092 3.940
H -0.09008 5.10761 -6.17973 0.227 -1.554 2.792
H 0.37092 1.10061 -3.01373 0.290 -1.101 1.460
H 1.04392 2.80561 -1.49573 1.347 -3.365 1.533
H -0.36808 1.99161 -7.38473 -0.948 -9.706 -2.447
C 4.12392 -0.97139 3.38127 5.089 4.506 -1.616
C 5.03692 -0.07039 2.62427 -5.647 -3.344 -1.285
C 6.11292 0.68261 3.22827 -0.437 -2.704 3.158
O 6.85792 1.31861 2.57427 1.635 1.968 -1.319
C 6.24592 0.40361 4.68327 -4.389 -4.453 2.481
C 5.39592 -0.56039 5.46027 2.376 4.305 0.361
C 4.28592 -1.23239 4.79927 -1.908 -2.680 0.454
O 3.50992 -2.03939 5.38827 2.095 2.378 -1.365
O 5.27292 -0.67939 6.88227 2.543 1.136 -2.155
O 4.83392 0.16661 1.24527 -2.162 -2.775 3.960
H 3.24792 -1.36539 3.04927 -2.063 -1.146 -1.770
H 6.86192 0.95361 5.27727 2.015 1.598 1.218
H 6.04692 -0.21439 7.34827 -1.576 -0.877 -1.202
H 5.50792 0.71461 0.94827 2.502 2.186 -0.992
C -1.20908 0.68561 -0.11673 -0.252 -0.198 -0.710
C 0.29592 0.70761 0.14327 -0.840 -1.862 1.219
O 1.11692 1.08561 -0.63973 0.691 0.968 -1.082
C 0.78792 -0.02039 1.39627 -0.673 1.931 3.268
H -1.81908 1.23361 0.60127 0.379 0.630 -0.056
H -1.57508 -0.32639 0.07227 0.402 -0.354 -0.127
H -1.50708 0.93361 -1.16873 0.538 0.153 1.018
H 0.00392 0.00361 2.26527 1.003 -0.345 -1.815
H 1.66292 0.50961 1.91327 -0.917 -0.525 -1.241
H 1.09192 -1.04139 1.24627 -0.117 -0.418 -0.475
C 5.71292 -4.55539 0.72327 -4.115 11.839 -2.731
C 4.20892 -4.52539 0.92927 3.453 3.330 -5.571
O 3.69992 -5.27139 1.62127 -3.376 -3.972 4.704
C 3.52592 -3.74339 -0.17773 -2.793 4.264 4.215
H 6.07692 -5.37139 0.70927 4.632 -10.845 -0.277
H 6.08392 -4.00539 1.49527 1.262 1.247 2.814
H 6.12392 -3.84239 -0.12973 -1.173 -1.849 1.108
H 3.79192 -4.35539 -0.95473 -0.283 -1.112 -2.678
H 3.92992 -2.68639 -0.27973 0.059 -1.443 -0.146
H 2.39192 -3.48739 0.15427 2.295 -1.389 -1.424
C 3.90292 3.35761 0.04627 9.895 -6.742 3.187
C 5.06492 3.07361 -0.88473 5.028 -0.483 0.174
O 6.18492 2.57461 -0.43973 -5.358 1.787 -1.652
C 4.92992 3.37561 -2.39973 -1.057 -0.560 -0.751
H 4.34092 3.81761 0.97427 0.195 -1.223 -0.342
H 3.44492 2.42361 0.27027 -0.246 -0.993 0.487
H 3.25192 3.95961 -0.03273 -8.868 8.239 -3.223
H 4.93792 4.47961 -2.77473 1.211 -1.750 1.011
H 3.80792 3.34861 -2.48373 0.702 -1.016 -0.642
H 5.53092 2.54561 -3.08073 -1.684 2.569 1.772
C -3.27308 0.42361 3.25827 -0.275 -1.609 -2.018
C -3.06608 -1.06039 3.64427 -1.309 0.510 0.031
O -1.96908 -1.55339 3.68827 -0.057 0.057 0.125
C -4.35408 -1.92839 3.73927 0.240 -0.814 2.838
H -2.30908 0.83961 3.11927 1.093 0.755 0.604
H -3.96008 1.06661 3.83827 0.177 -0.650 -0.568
H -3.51308 0.27161 2.12727 -0.615 0.595 1.779
H -4.11008 -2.83439 4.46327 -0.181 1.263 -2.255
H -4.65608 -2.15239 2.68827 -0.145 -0.102 1.048
H -5.19208 -1.48739 4.39227 1.049 0.060 -1.650
C -1.66708 0.55161 6.61527 -0.083 0.115 1.517
C -0.26408 0.91461 6.13327 -3.832 -5.524 0.462
O 0.02892 2.01561 6.19127 2.710 6.615 0.197
C 0.49792 -0.15739 5.54827 3.853 -4.200 -3.945
H -1.75308 0.98461 7.65227 -0.334 0.285 -1.290
H -1.83708 -0.48939 6.82927 0.017 -0.649 -0.553
H -2.38108 0.92761 5.87127 -0.022 0.079 0.586
H 1.73892 -0.15839 5.77927 -3.684 0.189 -0.797
H 0.30692 -0.15939 4.34627 0.867 0.923 2.487
H 0.12692 -1.27239 5.52227 0.501 2.135 1.405
```
Positions in Å, forces in eV/Å.

spin multiplicity	1
net charge	0
SMILES	O=C1C=C(O)C(=O)C=C1O.O=C1C=C(O)C(=O)C=C1O.O=C1C=C(O)C(=O)C=C1O.O=C1C=C(O)C(=O)C=C1O.O=C1C=C(O)C(=O)C=C1O.CC(C)=O.CC(C)=O.CC(C)=O.CC(C)=O.CC(C)=O
energy above the lowest of the compared OMol25 structures with the same formula, charge and spin	4.0458	eV
F_max	14.73	eV/Å

These are the Mulliken partial charges, in e, on atoms 1 to 8: atom 1 (C): -0.971, atom 2 (C): 0.278, atom 3 (C): 0.920, atom 4 (O): -0.737, atom 5 (C): -1.016, atom 6 (C): 0.179, atom 7 (C): 0.221, atom 8 (O): -0.556



# 3
Formula: H19O10
Source: OMol25
Level of theory: wB97M-V/def2-TZVPD

Geometry as XYZ:
```
29
Properties=species:S:1:pos:R:3:forces:R:3
O -1.50949 -1.07748 0.46346 -1.734 1.678 0.587
H -1.57575 -2.01593 -0.07872 1.388 0.769 -0.428
H 0.06765 -0.85626 -2.48375 0.049 0.250 2.043
O -3.38936 0.10039 -2.18665 2.746 -1.287 0.980
H -2.61035 0.16081 -2.83613 -1.633 -0.301 1.569
H 1.59614 -1.14423 2.89234 -0.665 3.336 -0.150
O 0.17691 -0.97695 -3.39607 -0.745 0.271 -2.981
H -2.99412 -0.40710 -1.35808 -0.962 1.563 -2.385
H 1.02092 -1.40205 -3.46177 0.570 -0.314 0.036
O 2.40724 3.06084 1.16270 0.551 2.055 1.601
H -0.63228 2.59771 0.01126 0.148 -0.798 -0.612
H -1.22950 -1.36275 1.31059 0.374 -0.262 1.485
O -0.88617 3.36715 0.49420 -0.686 -1.882 2.782
H 2.49450 -1.17007 -0.17402 -1.126 0.075 -0.808
H 1.81652 3.47226 1.83564 0.536 -0.609 -0.881
O -0.89258 -2.58633 -1.04400 4.611 -5.247 5.860
H -1.33162 -2.26647 -1.68865 -4.754 3.093 -7.587
H 0.36244 -1.75687 -0.97929 -1.097 -0.924 0.313
O -2.15856 1.68323 3.04624 3.246 -6.353 0.740
H -2.48800 2.26507 2.47538 -2.300 4.363 -3.482
H -1.84296 0.97238 2.32273 -0.933 1.883 2.628
O 3.32691 -0.94606 0.23510 1.967 0.347 0.540
H 3.89160 -0.59533 -0.47302 -0.448 -0.251 0.395
H -0.77579 4.08136 -0.05228 0.462 2.629 -2.170
O 1.02081 -1.00485 -0.91652 1.037 0.760 0.024
H 0.49935 -0.31783 -0.49822 -0.226 -0.062 0.413
O 1.80319 -2.02110 2.79662 0.911 -4.291 -1.843
H 1.90766 2.38917 0.76151 -1.056 -1.450 -0.716
H 1.92468 -2.24272 1.81940 -0.233 0.958 2.045
```
Positions in Å, forces in eV/Å.

spin multiplicity	1
net charge	-1
energy above the lowest of the compared OMol25 structures with the same formula, charge and spin	3.3186	eV
F_max	9.47	eV/Å

These are the natural (NBO) partial charges, in e, on atoms 1 to 8: atom 1 (O): -1.110, atom 2 (H): 0.488, atom 3 (H): 0.481, atom 4 (O): -0.981, atom 5 (H): 0.474, atom 6 (H): 0.464, atom 7 (O): -0.966, atom 8 (H): 0.504



# 4
Formula: C22H35FN2O5PS
Source: OMol25
Level of theory: wB97M-V/def2-TZVPD

Geometry as XYZ:
```
67
Properties=species:S:1:pos:R:3:forces:R:3
C 4.52950 -0.98676 0.25718 0.587 0.853 -0.708
C 4.63722 -0.95640 -1.34953 0.347 -0.179 1.355
C 3.21205 -1.11391 -2.03197 -0.079 -0.161 -0.213
C 2.90915 -2.65810 -2.15529 0.772 -0.033 0.367
C 2.19270 -0.25630 -1.21161 -1.478 2.142 0.461
C 1.29584 -0.79822 -0.10247 -1.194 2.133 0.737
O 1.34713 -2.13062 0.29823 -0.225 1.287 -1.123
C 0.32119 -2.92976 -0.34093 -0.727 -1.543 -0.270
C -1.06064 -2.98991 0.41946 -1.394 -1.230 -0.562
C -1.29395 -4.37362 1.19713 -0.038 1.298 0.502
C -2.29021 -2.87428 -0.61629 -0.169 0.622 0.450
C -3.21266 -1.59878 -0.31122 -0.590 -0.174 -1.124
C -3.28326 -0.74538 -1.65326 0.528 -0.094 0.391
C -4.63614 -2.09761 0.17279 0.607 -0.143 0.367
C 0.34887 0.04213 0.65260 1.484 0.506 -1.936
C 0.18846 1.49189 0.33294 0.887 -0.095 -0.561
C -0.76800 2.38095 1.08250 1.297 -0.709 -0.604
C -1.59633 1.70280 2.25121 -0.753 -0.279 -0.701
N -0.73697 1.16122 3.31224 0.586 1.040 -0.867
C 0.22019 2.14446 3.85602 0.694 -0.332 1.471
N -0.87016 3.72012 0.77258 0.940 -1.050 -2.370
P -1.99032 4.81218 1.67372 -1.889 1.224 1.885
O -3.51857 4.17373 1.27570 1.802 1.375 -0.518
O -1.99141 6.33685 0.95491 -0.445 -2.448 -0.296
C -0.10017 4.31922 -0.27234 2.196 -2.710 -1.554
C 0.85179 3.52535 -1.03995 -1.718 0.065 1.905
C 1.05698 2.04749 -0.75082 -0.284 1.410 -0.085
C 2.06222 1.20585 -1.49804 -1.227 -2.965 2.079
S 3.04207 2.13574 -2.71744 -0.339 4.883 -0.360
O 2.11684 2.64499 -3.73293 1.523 -2.450 0.900
O 3.65429 3.26252 -2.00610 -0.194 -2.718 -0.459
F 4.28378 1.29929 -3.35394 -2.134 0.569 0.803
H 5.56138 -1.18212 0.67809 -1.271 -0.034 -0.415
H 4.28139 0.07030 0.58539 -0.044 -1.335 -0.099
H 3.77679 -1.73200 0.62821 0.842 0.727 -0.241
H 5.17600 -0.00381 -1.59390 -0.679 -0.902 -0.059
H 5.32064 -1.80820 -1.61847 -0.878 0.793 -0.192
H 3.17240 -0.71912 -3.09551 0.292 -0.283 1.339
H 1.91289 -2.91016 -2.60405 0.939 0.312 0.579
H 3.70911 -3.10043 -2.82093 -0.920 0.598 0.591
H 3.07042 -3.12323 -1.13912 -0.517 0.296 -1.198
H 0.17238 -2.65358 -1.43152 0.218 0.121 1.401
H 0.72143 -3.99196 -0.36867 -0.232 1.290 0.120
H -1.22853 -2.18584 1.18199 0.639 -0.614 -0.780
H -2.28553 -4.24706 1.73482 1.070 -0.405 -0.679
H -1.35610 -5.25171 0.49933 0.244 0.850 0.735
H -0.51904 -4.48575 2.00560 -0.607 -0.250 -0.928
H -2.97269 -3.77645 -0.55831 1.006 0.858 0.037
H -1.93573 -2.82159 -1.69097 -0.266 -0.036 1.221
H -2.78754 -0.92209 0.48493 -0.160 -0.812 -0.673
H -3.77147 0.26567 -1.50562 0.351 -1.219 -0.257
H -3.78064 -1.33749 -2.47845 0.363 0.760 0.945
H -2.20830 -0.57235 -1.98171 -1.245 -0.024 0.279
H -5.35720 -1.25027 0.34203 0.631 -0.873 -0.370
H -5.03038 -2.86194 -0.55771 0.183 1.018 0.664
H -4.51933 -2.64108 1.16252 -0.140 0.607 -1.066
H -0.26512 -0.37896 1.48251 0.943 0.262 -0.915
H -2.43829 2.36014 2.62204 0.951 -0.343 -0.450
H -2.10147 0.81142 1.75876 0.358 1.118 0.423
H -1.26873 0.68179 4.03795 0.083 0.380 -0.340
H 0.99632 2.48676 3.11002 -1.079 -0.385 0.541
H -0.25950 3.02855 4.37096 0.395 -0.664 -0.724
H 0.80910 1.60411 4.66207 -0.627 0.689 -0.936
H -4.06064 4.86907 0.84617 0.063 -0.678 0.264
H -2.67817 6.40712 0.25850 0.593 0.231 0.101
H -0.19042 5.41036 -0.52500 -0.261 -1.382 0.720
H 1.41308 4.06480 -1.84704 -0.612 -0.769 1.002
```
Positions in Å, forces in eV/Å.

spin multiplicity	1
E	-2184.0336	Eh
net charge	+1
SMILES	CC[C@@H](C)c1c(OC[C@H](C)CC(C)C)cc2c(CNC)[n+](P(O)O)ccc2c1S(=O)(=O)F
F_max	4.91	eV/Å

These are the natural (NBO) partial charges, in e, on atoms 1 to 8: atom 1 (C): -0.637, atom 2 (C): -0.404, atom 3 (C): -0.272, atom 4 (C): -0.618, atom 5 (C): 0.087, atom 6 (C): 0.400, atom 7 (O): -0.545, atom 8 (C): -0.082